[1]
C42H53B2F3N9O2Ta as an isolated structure. Source: the Open Molecules 2025 dataset; level of theory: ωB97M-V with the def2-TZVPD basis set.

The HOMO energy is -13.464 eV. As for the net charge: +2.

Element x y z (Å)
Ta  -0.153  0.793  -0.161
F  -1.483  2.371  0.858
F  -2.643  0.687  1.772
F  -0.967  1.473  2.836
O  -0.037  3.092  -2.629
O  2.041  2.396  -1.945
N  -2.063  0.547  -1.089
N  -4.013  0.349  -4.897
N  0.927  -0.708  -1.182
N  2.293  0.760  1.386
N  1.390  1.765  1.009
N  1.879  -1.144  -0.278
N  0.245  -2.301  1.817
N  1.459  -1.720  2.154
N  -3.807  -0.261  -7.188
C  -4.582  1.506  -5.259
C  0.749  4.519  -4.513
C  1.284  -3.570  3.339
C  -4.793  1.817  -6.594
C  -0.915  -5.556  3.201
C  0.928  3.665  -3.450
C  0.527  4.461  2.517
C  0.136  -3.399  2.530
C  -4.994  2.460  -4.212
C  1.268  -1.700  -4.839
C  0.522  4.672  0.019
C  3.298  2.698  1.662
C  3.333  3.652  -3.669
C  1.255  -1.277  -2.393
C  -2.742  1.499  -1.772
C  -4.373  0.891  -7.535
C  -4.644  0.082  -1.875
C  -1.424  -4.545  0.972
C  -1.114  -4.245  2.442
C  2.100  -2.503  3.077
C  3.170  4.516  -4.748
C  1.908  4.940  -5.160
C  4.696  0.610  2.127
C  3.424  -2.202  3.691
C  0.434  -1.188  -3.659
C  1.379  4.347  1.240
C  -4.764  2.378  -2.906
C  2.390  -2.035  -2.216
C  -4.038  1.297  -2.196
C  -1.405  1.128  1.650
C  -0.004  0.244  -3.962
C  -2.279  -3.463  3.062
C  -3.672  -0.469  -5.885
C  -2.659  -0.627  -0.784
C  2.493  5.401  1.311
C  -0.792  -2.101  -3.499
C  3.852  -2.629  -0.143
C  2.751  -1.945  -0.873
C  2.009  2.960  1.235
C  3.452  1.324  1.735
C  2.178  3.245  -3.041
C  -3.956  -0.887  -1.163
B  1.683  -0.629  1.157
B  0.681  2.336  -1.723
H  4.052  3.416  1.923
H  1.537  -2.749  -4.722
H  -3.190  -4.064  3.037
H  4.563  0.036  3.039
H  -2.078  -1.353  -0.217
H  -4.493  1.076  -8.596
H  0.178  5.489  2.618
H  2.901  -2.613  -2.964
H  3.375  -1.324  4.334
H  -5.266  2.743  -6.890
H  4.307  3.318  -3.342
H  -2.208  2.418  -1.979
H  2.044  6.392  1.263
H  1.486  -4.365  4.037
H  -0.317  3.990  -0.112
H  -1.438  -1.779  -2.684
H  -0.536  0.265  -4.914
H  0.434  -0.306  1.136
H  -2.459  -2.534  2.515
H  4.198  -2.052  2.939
H  -5.135  3.173  -2.267
H  -1.375  -2.082  -4.419
H  -5.663  -0.098  -2.192
H  -0.234  4.845  -4.824
H  -2.071  -3.206  4.102
H  3.731  -3.046  4.305
H  3.047  5.343  2.247
H  4.044  4.868  -5.277
H  1.114  4.215  3.402
H  3.190  5.308  0.477
H  -4.415  -1.829  -0.903
H  -5.541  3.325  -4.569
H  -0.746  -5.377  4.264
H  5.037  -0.055  1.334
H  -0.491  -3.133  -3.310
H  3.442  -3.240  0.661
H  -0.690  0.635  -3.210
H  -1.560  -3.621  0.405
H  5.477  1.345  2.303
H  -0.614  -5.111  0.507
H  -0.345  3.811  2.487
H  0.677  -1.617  -5.751
H  -0.068  -6.121  2.808
H  1.825  5.615  -6.001
H  -2.338  -5.137  0.897
H  4.404  -3.271  -0.824
H  0.098  5.668  0.154
H  -3.244  -1.423  -5.596
H  4.554  -1.915  0.288
H  1.120  4.699  -0.893
H  -1.806  -6.177  3.107
H  2.177  -1.113  -4.974
H  0.854  0.915  -4.048

---

[2]
C42H53BrCl3FNO2PSn as an isolated structure at a distorted geometry. Source: the Open Molecules 2025 dataset; level of theory: ωB97M-V with the def2-TZVPD basis set.

The HOMO energy is -7.304 eV. For the energy relative to the best compared isomer or geometry (same formula, charge and spin), the calculation gives 16.8 kcal/mol. As for the net charge: 0.

Element x y z (Å)
Sn  0.614  -0.702  -1.127
Br  -2.781  -0.321  -0.859
Cl  5.300  -2.838  -2.191
Cl  3.545  -4.994  -6.780
Cl  0.227  -2.074  -3.705
P  0.037  -3.938  1.448
F  -0.520  -3.001  0.280
O  2.567  -1.758  -2.021
O  -0.367  1.087  -1.887
N  0.804  -0.824  1.590
C  1.060  -5.068  0.395
C  -6.063  3.983  -1.035
C  1.833  4.786  1.790
C  0.310  5.262  -1.969
C  1.418  -3.788  3.697
C  -4.500  5.893  -0.948
C  -0.208  4.259  -4.216
C  0.066  1.440  2.104
C  2.111  -1.834  4.847
C  3.454  0.129  0.967
C  1.088  -1.578  2.627
C  2.634  -4.088  5.873
C  2.539  2.431  1.342
C  1.784  -2.735  -4.029
C  -1.243  3.308  -2.176
C  -2.620  -3.590  2.030
C  2.386  -4.358  0.161
C  -1.249  0.884  2.559
C  4.277  -3.833  -4.460
C  -1.575  -4.701  1.967
C  3.251  -4.037  -5.372
C  1.547  3.315  1.736
C  -3.622  3.655  -1.659
C  4.039  -3.064  -3.340
C  1.994  -3.496  -5.161
C  -2.608  1.523  -1.362
C  -5.129  4.883  -3.164
C  2.330  1.062  1.318
C  -2.378  4.099  -2.098
C  -1.447  -5.390  3.319
C  -1.349  1.947  -1.810
C  -4.818  4.590  -1.690
C  2.787  -2.466  -3.075
C  0.892  -2.994  2.652
C  1.649  -1.050  3.838
C  0.315  2.804  2.118
C  -3.723  2.327  -1.282
C  1.074  0.561  1.689
C  1.292  3.102  -2.611
C  0.027  3.956  -2.727
C  1.249  -6.455  0.992
C  2.053  -3.243  4.779
H  2.022  -4.030  6.773
H  2.326  5.035  2.731
H  0.693  4.678  -4.659
H  1.189  -3.674  -5.856
H  0.454  5.052  -0.912
H  2.936  -4.260  1.093
H  -1.723  0.333  1.748
H  -2.408  -5.805  3.612
H  -6.879  4.701  -1.082
H  2.500  5.073  0.981
H  3.527  -0.672  1.702
H  0.507  -5.147  -0.549
H  -6.386  3.079  -1.545
H  -2.289  -2.790  2.693
H  3.507  2.820  1.056
H  2.142  3.674  -2.980
H  -1.102  0.184  3.382
H  -4.216  5.679  0.080
H  1.724  0.026  3.910
H  -2.299  5.127  -2.410
H  -0.498  5.982  -2.069
H  2.540  -1.367  5.723
H  1.805  -6.405  1.927
H  1.815  -7.067  0.292
H  -5.382  3.959  -3.681
H  3.635  -3.743  6.128
H  2.997  -4.915  -0.545
H  1.215  2.192  -3.200
H  1.482  2.828  -1.574
H  5.249  -4.273  -4.614
H  0.292  -6.940  1.175
H  -1.140  -4.674  4.077
H  -0.461  3.345  -4.751
H  -1.020  4.970  -4.352
H  1.310  -4.865  3.630
H  -2.821  -3.163  1.051
H  -1.919  1.676  2.885
H  4.398  0.669  0.940
H  -0.727  -6.204  3.291
H  -4.650  1.901  -0.940
H  -3.552  -3.993  2.419
H  -0.467  3.479  2.439
H  1.214  5.723  -2.361
H  -1.848  -5.429  1.194
H  -5.380  6.534  -0.937
H  0.918  5.369  1.722
H  2.690  -5.132  5.574
H  -4.266  5.319  -3.661
H  -3.691  6.442  -1.419
H  2.229  -3.359  -0.244
H  -5.874  3.753  0.012
H  3.292  -0.333  -0.010
H  -5.965  5.572  -3.250

---

[3]
C42H53BrN4O6P2Ru as an isolated structure at a distorted geometry. Source: the Open Molecules 2025 dataset; level of theory: ωB97M-V with the def2-TZVPD basis set.

The HOMO energy (spin up / spin down) is -8.814 / -10.259 eV. For the energy relative to the best compared isomer or geometry (same formula, charge and spin), the calculation gives 0.0 kcal/mol. As for the net charge: +1. The spin multiplicity is 6.

Element x y z (Å)
Ru  -0.411  0.833  -1.242
Br  5.724  1.061  -4.232
P  1.969  -0.503  1.370
P  -0.615  -1.923  1.366
O  3.358  -0.564  0.603
O  -1.262  -3.303  0.909
O  1.163  0.529  0.706
O  -1.178  -0.876  0.501
O  2.236  -0.231  2.910
O  -0.864  -1.753  2.923
N  -0.842  2.603  -3.154
N  -2.047  2.584  0.471
N  -0.792  2.573  0.128
N  -2.591  0.948  -1.113
C  4.519  -1.389  0.773
C  -0.188  -2.657  -3.524
C  -0.725  -0.379  -2.885
C  1.749  4.961  2.406
C  -1.027  -1.121  -5.151
C  -2.948  1.815  -0.122
C  2.348  1.141  3.354
C  -4.042  1.814  -5.725
C  3.487  1.233  4.358
C  1.199  -2.159  1.375
C  4.051  1.091  -3.324
C  -0.303  -1.667  -2.563
C  3.544  -0.081  -2.791
C  1.536  1.093  -2.076
C  -3.130  0.820  -5.424
C  0.041  3.377  0.852
C  -0.465  4.186  1.891
C  4.758  -1.782  2.220
C  4.440  -2.615  -0.132
C  2.306  -0.067  -2.169
C  2.257  4.176  1.379
C  -2.207  -1.490  3.383
C  -2.064  1.031  -4.545
C  -1.214  -0.126  -4.180
C  -2.887  3.292  -4.246
C  -4.295  1.899  0.316
C  -2.362  -2.193  4.723
C  3.346  2.276  -3.206
C  2.106  2.265  -2.583
C  -4.856  0.217  -1.276
C  1.422  3.404  0.597
C  -2.407  -5.186  1.853
C  -1.048  -4.562  1.571
C  -0.219  -5.468  0.671
C  -1.939  2.310  -3.977
C  -2.427  0.010  3.487
C  -5.241  1.092  -0.253
C  0.382  4.962  2.650
C  -3.935  3.054  -5.114
C  -3.531  0.186  -1.658
C  -0.501  -2.356  -4.841
C  1.024  1.561  3.966
H  -2.941  -5.328  0.917
H  -4.528  2.599  1.102
H  -2.223  -3.266  4.617
H  -0.368  -3.098  -5.615
H  -0.852  3.562  -2.818
H  0.792  0.918  4.811
H  -2.773  4.262  -3.783
H  -2.906  -1.910  2.649
H  -2.243  0.474  2.522
H  -4.841  1.620  -6.423
H  -0.709  -5.566  -0.294
H  4.450  1.075  3.880
H  1.826  2.786  -0.189
H  3.490  2.220  4.810
H  -1.617  -1.816  5.419
H  3.322  4.164  1.192
H  4.114  -0.994  -2.884
H  -3.269  -0.150  -5.872
H  1.083  2.592  4.299
H  -0.133  -6.451  1.124
H  -0.517  -4.376  2.512
H  -0.075  -1.915  -1.526
H  -3.451  0.212  3.790
H  1.948  -1.002  -1.759
H  -6.266  1.116  0.083
H  -5.572  -0.430  -1.754
H  0.781  -5.070  0.518
H  -3.214  -0.490  -2.441
H  -3.002  -4.547  2.500
H  0.038  2.376  -3.609
H  -0.024  5.576  3.441
H  2.410  5.569  3.004
H  1.496  -2.731  2.250
H  -1.527  4.176  2.080
H  -2.272  -6.149  2.337
H  -1.312  -0.912  -6.171
H  1.601  3.218  -2.487
H  5.421  -3.078  -0.197
H  5.336  -0.744  0.426
H  3.753  3.194  -3.601
H  -1.747  0.434  4.221
H  0.234  1.477  3.225
H  3.946  -2.408  2.583
H  5.692  -2.334  2.299
H  4.816  -0.898  2.848
H  3.737  -3.348  0.260
H  2.563  1.770  2.484
H  1.485  -2.687  0.466
H  3.355  0.487  5.136
H  -3.353  -2.005  5.128
H  -4.644  3.837  -5.332
H  0.157  -3.644  -3.253
H  4.127  -2.318  -1.129

---

[4]
C42H53N5O4P3PtTe as an isolated structure at a distorted geometry. Source: the Open Molecules 2025 dataset; level of theory: ωB97M-V with the def2-TZVPD basis set.

The HOMO energy (spin up / spin down) is -9.160 / -9.897 eV. As for the net charge: +1. The spin multiplicity is 3.

Element x y z (Å)
Pt  0.074  0.534  0.149
Te  1.531  -2.144  -1.598
P  0.892  -0.171  -2.771
P  0.042  -0.173  2.302
P  2.549  -0.124  0.402
O  0.309  0.978  -1.987
O  2.217  0.305  -3.530
O  -0.014  -0.532  -4.025
O  -3.070  -1.416  -1.325
N  -0.044  4.728  0.401
N  2.189  -0.462  1.975
N  -1.333  -2.041  0.075
N  0.063  -3.399  1.383
N  -1.892  -4.211  0.371
C  6.533  -0.282  1.192
C  -1.035  -3.211  0.638
C  2.944  -1.372  2.825
C  2.129  1.198  -4.665
C  -1.775  -5.588  0.791
C  -1.581  1.721  -0.030
C  4.337  -0.595  0.236
C  5.176  -0.018  1.193
C  3.251  3.884  1.200
C  -2.384  -1.560  3.129
C  7.081  -1.107  0.217
C  -2.418  0.835  3.114
C  0.555  0.496  3.930
C  2.288  0.423  -5.958
C  1.464  2.084  5.503
C  -1.238  -1.286  -3.962
C  -3.744  0.826  3.510
C  3.256  2.198  -1.004
C  -0.399  4.115  1.701
C  -2.473  -2.236  -0.665
C  -3.967  2.998  -0.799
C  -2.819  1.111  0.143
C  -2.431  -0.381  -4.189
C  4.892  -1.410  -0.739
C  0.478  -0.437  4.968
C  -1.731  -0.358  2.893
C  -2.748  3.625  -0.981
C  1.412  1.140  6.517
C  0.910  -0.125  6.245
C  6.259  -1.664  -0.747
C  -0.282  3.767  -0.748
C  3.496  3.552  -1.171
C  2.962  1.683  0.260
C  -3.714  -1.573  3.529
C  -3.999  1.742  -0.222
C  2.967  2.534  1.358
C  -1.560  3.009  -0.584
C  1.043  1.764  4.220
C  -2.896  -3.711  -0.535
C  -0.736  6.020  0.222
C  -4.400  -0.382  3.704
C  3.488  4.404  -0.071
H  0.190  -4.252  1.899
H  -2.866  -4.215  -1.504
H  -1.899  1.775  2.964
H  1.175  1.729  -4.638
H  -3.904  -3.791  -0.126
H  -4.214  -2.517  3.709
H  -3.332  -0.985  -4.281
H  -4.268  1.760  3.666
H  3.707  3.946  -2.156
H  -1.738  -5.667  1.881
H  0.066  -1.419  4.764
H  1.456  -0.265  -6.083
H  0.852  -0.868  7.029
H  0.017  4.707  2.515
H  3.672  -0.830  3.437
H  -0.009  3.098  1.728
H  -0.451  6.469  -0.727
H  -0.273  4.345  -1.671
H  -2.711  4.594  -1.467
H  4.767  0.637  1.950
H  1.747  1.393  7.513
H  -1.164  -2.047  -4.740
H  0.972  4.880  0.407
H  4.269  -1.854  -1.502
H  -2.553  0.292  -3.342
H  0.550  -2.557  1.673
H  7.165  0.154  1.954
H  0.551  3.069  -0.763
H  -4.881  3.486  -1.110
H  3.214  -0.152  -5.931
H  2.938  1.921  -4.543
H  -1.856  -2.498  3.012
H  3.314  4.528  2.070
H  -0.472  6.698  1.032
H  -2.290  0.197  -5.102
H  3.479  -2.142  2.263
H  -2.870  0.118  0.557
H  2.318  1.111  -6.801
H  -5.440  -0.397  4.001
H  -0.885  -6.064  0.370
H  3.721  5.455  -0.202
H  -1.318  -1.778  -2.992
H  -1.811  5.855  0.231
H  -1.481  4.068  1.798
H  -4.945  1.236  -0.075
H  2.251  -1.857  3.517
H  6.677  -2.306  -1.510
H  1.836  3.079  5.710
H  -2.650  -6.132  0.446
H  1.084  2.518  3.447
H  3.317  1.526  -1.850
H  2.797  2.111  2.339
H  8.142  -1.316  0.212

---

| no. | molar mass (g mol⁻¹) | energy (eV) |
| --- | --- | --- |
| 1 | 975.51 | -72967.523 |
| 2 | 958.84 | -175449.077 |
| 3 | 952.83 | -153859.055 |
| 4 | 1107.52 | -98456.495 |